(1)
Formula: C6H24FeN12O6
Source: the OMol25 dataset
Level of theory: ωB97M-V/def2-TZVPD

```
49
C6H24FeN12O6 (ωB97M-V/def2-TZVPD)
Fe 0.04511 0.11724 0.32784
C 1.45431 -4.31629 0.05035
O 1.36615 -3.14640 0.30476
N 1.04840 -4.92220 -1.04063
N 1.98009 -5.16338 0.79787
H 0.86581 -4.51977 -1.94882
H 1.13325 -5.92206 -0.92584
H 1.84026 -6.15265 0.64993
H 2.60938 -4.89689 1.54157
C -3.06270 -1.17942 -3.02286
O -2.29274 -0.89130 -2.14883
N -4.31473 -0.83227 -2.94964
N -2.96750 -2.24470 -3.74599
H -5.01521 -1.15158 -3.60345
H -4.56641 -0.08560 -2.31780
H -3.73967 -2.38245 -4.38230
H -2.27615 -2.98094 -3.75471
C -3.91048 -1.35269 2.21964
O -2.74799 -0.99480 2.13316
N -4.94801 -0.65638 1.71730
N -4.32273 -2.46685 2.77509
H -4.80944 0.24202 1.27709
H -5.90124 -0.80300 2.01724
H -3.61343 -3.09631 3.12263
H -5.30222 -2.65009 2.61038
C 3.18789 0.90314 -2.97814
O 2.28149 0.77142 -2.26876
N 3.70247 2.06171 -3.35060
N 3.88928 -0.00818 -3.49699
H 4.42076 1.92386 -4.04714
H 3.29264 2.95267 -3.10910
H 3.52527 -0.94792 -3.56387
H 4.79412 0.10564 -3.93106
C 3.33059 1.54096 3.34759
O 2.32559 1.26963 2.62686
N 4.50587 1.13025 3.08986
N 3.18064 2.10967 4.52458
H 4.71172 0.58189 2.26704
H 5.26465 1.31496 3.73036
H 3.94026 2.52914 5.04143
H 2.27013 1.97365 4.94002
C -0.86027 4.78846 0.52083
O -0.92095 3.58961 0.37384
N -1.55118 5.61087 -0.23061
N -0.24045 5.33606 1.58321
H -1.41462 6.55030 0.11425
H -2.31908 5.25087 -0.77909
H 0.31484 4.77052 2.20923
H -0.18377 6.33960 1.68224
```

Output
- charge = +2
- HOMO energy (alpha / beta) (eV) = -7.32 / -13.88
- spin multiplicity = 9
- expectation value of S² = 20.02
- energy above the lowest of the compared OMol25 structures with the same formula, charge and spin (kJ/mol) = 994.7
- frontier orbital gap (alpha / beta) (eV) = 2.09 / 2.70

Charges per atom according to Löwdin partitioning, unit e: number 1, Fe, carries 1.040; number 2, C, carries -0.836; number 3, O, carries -0.012; number 4, N, carries 0.169; number 5, N, carries 0.171; number 6, H, carries 0.120; number 7, H, carries 0.107; number 8, H, carries 0.128; number 9, H, carries 0.138; number 10, C, carries -0.888; number 11, O, carries 0.018; number 12, N, carries 0.313; number 13, N, carries 0.207; number 14, H, carries 0.092; number 15, H, carries 0.137; number 16, H, carries 0.081; number 17, H, carries 0.128; number 18, C, carries -0.751; number 19, O, carries -0.043; number 20, N, carries 0.143; number 21, N, carries 0.171; number 22, H, carries 0.102; number 23, H, carries 0.105; number 24, H, carries 0.128; number 25, H, carries 0.116; number 26, C, carries -0.869; number 27, O, carries 0.037; number 28, N, carries 0.165; number 29, N, carries 0.168; number 30, H, carries 0.108; number 31, H, carries 0.122; number 32, H, carries 0.132; number 33, H, carries 0.126; number 34, C, carries -0.561; number 35, O, carries 0.283; number 36, N, carries 0.272; number 37, N, carries 0.261; number 38, H, carries 0.167; number 39, H, carries 0.166; number 40, H, carries 0.160; number 41, H, carries 0.156; number 42, C, carries -0.753; number 43, O, carries -0.020; number 44, N, carries 0.181; number 45, N, carries 0.156; number 46, H, carries 0.113; number 47, H, carries 0.134; number 48, H, carries 0.102; number 49, H, carries 0.107

---

(2)
Formula: CN2OS
Source: the OMol25 dataset
Level of theory: ωB97M-V/def2-TZVPD

```
5
CN2OS (ωB97M-V/def2-TZVPD)
C 0.74343 0.12207 0.02660
N -0.50451 0.25000 -0.24814
N 1.90072 0.20370 0.05215
O -1.57058 -0.38987 0.04476
S -1.85487 -1.63423 1.04887
```

Output
- HOMO energy (alpha / beta) (eV) = -10.15 / -10.15
- energy above the lowest of the compared OMol25 structures with the same formula, charge and spin (kJ/mol) = 459.6
- frontier orbital gap (alpha / beta) (eV) = 6.78 / 6.78

Charges per atom according to Löwdin partitioning, unit e: number 1, C, carries -0.324; number 2, N, carries 0.016; number 3, N, carries 0.197; number 4, O, carries -0.605; number 5, S, carries 0.717

---

(3)
Formula: C20H30MnN3O2P
Source: the OMol25 dataset
Level of theory: ωB97M-V/def2-TZVPD

```
57
C20H30MnN3O2P (ωB97M-V/def2-TZVPD)
N 1.03194 -2.60753 1.96516
C 0.65590 -3.56016 2.48537
C 0.18349 -4.77560 3.14167
H 0.76320 -5.64135 2.79430
H -0.87713 -4.94323 2.91107
H 0.30150 -4.68384 4.22967
N -3.15558 2.67395 1.21285
C -4.27061 2.46850 1.45540
C -5.68031 2.63485 1.71993
H -6.15866 1.64180 1.66386
H -6.06184 3.32764 0.94159
H -5.79530 3.09504 2.72308
N 1.52485 2.35375 -2.29674
C 1.38941 2.49178 -3.44479
C 1.25145 2.70867 -4.86972
H 1.18311 3.78507 -5.07586
H 0.34789 2.21543 -5.25272
H 2.12536 2.30061 -5.39568
Mn -2.99807 -1.38636 -1.70746
C -0.23779 2.81576 0.95272
O -0.65962 3.87806 0.82661
C -0.98282 1.22263 2.73403
O -1.65855 1.52939 3.61532
C -3.02675 -3.19473 -1.27738
C -1.70751 -2.71278 -1.66641
C -1.57039 -1.81261 -2.82952
C -2.75641 -1.35573 -3.53662
C -4.04436 -1.83751 -3.11835
C -4.16911 -2.76512 -2.01440
H -3.09964 -3.81273 -0.40510
H -0.83288 -2.89050 -1.03593
H -0.59520 -1.36465 -3.04282
H -2.63438 -0.63223 -4.32008
H -4.92348 -1.45991 -3.58136
H -5.14051 -3.03679 -1.67975
C 2.28828 -0.71956 -1.31865
C 2.54434 -0.58019 0.17438
P 1.54309 0.75640 0.94372
C 1.90583 0.48854 2.74214
C 3.31033 0.03256 3.11922
C 2.54476 2.28587 0.61906
C 4.05558 2.17744 0.48861
H 1.21831 -0.84219 -1.52341
H 2.81565 -1.60307 -1.69962
H 2.64201 0.15577 -1.87482
H 2.23240 -1.50276 0.69939
H 3.60848 -0.40157 0.38005
H 1.64581 1.42124 3.26243
H 1.18425 -0.28487 3.04382
H 4.08683 0.70157 2.73916
H 3.39143 0.02029 4.21224
H 3.50158 -0.98519 2.76504
H 2.12912 2.66159 -0.33748
H 2.28741 3.00700 1.40980
H 4.36174 1.38616 -0.20213
H 4.43178 3.12410 0.08148
H 4.54979 2.03124 1.45364
```

Output
- charge = +4
- HOMO energy (alpha / beta) (eV) = -20.99 / -20.99
- spin multiplicity = 4
- expectation value of S² = 3.83
- energy above the lowest of the compared OMol25 structures with the same formula, charge and spin (kJ/mol) = 536.2
- frontier orbital gap (alpha / beta) (eV) = 4.21 / 4.40

Charges per atom according to Löwdin partitioning, unit e: number 1, N, carries 0.133; number 2, C, carries -0.213; number 3, C, carries -0.026; number 4, H, carries 0.111; number 5, H, carries 0.095; number 6, H, carries 0.113; number 7, N, carries 0.140; number 8, C, carries -0.256; number 9, C, carries -0.042; number 10, H, carries 0.091; number 11, H, carries 0.116; number 12, H, carries 0.120; number 13, N, carries 0.139; number 14, C, carries -0.213; number 15, C, carries -0.033; number 16, H, carries 0.116; number 17, H, carries 0.092; number 18, H, carries 0.111; number 19, Mn, carries 1.111; number 20, C, carries -0.040; number 21, O, carries 0.167; number 22, C, carries -0.049; number 23, O, carries 0.117; number 24, C, carries -0.030; number 25, C, carries -0.027; number 26, C, carries -0.026; number 27, C, carries -0.032; number 28, C, carries -0.026; number 29, C, carries -0.026; number 30, H, carries 0.168; number 31, H, carries 0.166; number 32, H, carries 0.156; number 33, H, carries 0.170; number 34, H, carries 0.180; number 35, H, carries 0.173; number 36, C, carries -0.125; number 37, C, carries -0.319; number 38, P, carries 1.323; number 39, C, carries -0.364; number 40, C, carries -0.051; number 41, C, carries -0.383; number 42, C, carries -0.068; number 43, H, carries 0.041; number 44, H, carries 0.109; number 45, H, carries 0.061; number 46, H, carries 0.034; number 47, H, carries 0.125; number 48, H, carries 0.102; number 49, H, carries 0.052; number 50, H, carries 0.073; number 51, H, carries 0.133; number 52, H, carries 0.092; number 53, H, carries 0.023; number 54, H, carries 0.104; number 55, H, carries 0.086; number 56, H, carries 0.123; number 57, H, carries 0.083

---

(4)
Formula: F2HLaO2P
Source: the OMol25 dataset
Level of theory: ωB97M-V/def2-TZVPD

```
7
F2HLaO2P (ωB97M-V/def2-TZVPD)
H -0.63041 1.26383 1.02745
P 0.29400 -0.43867 0.45485
F -0.32791 -1.86158 0.46493
F 1.82326 -0.63351 0.27349
O -0.09743 0.42819 1.67357
O -0.32931 0.49234 -0.59144
La -0.73220 0.74938 -3.30285
```

Output
- charge = +2
- HOMO energy (alpha / beta) (eV) = -16.20 / -20.20
- spin multiplicity = 2
- expectation value of S² = 0.75
- frontier orbital gap (alpha / beta) (eV) = 5.91 / 10.21

Charges per atom according to Löwdin partitioning, unit e: number 1, H, carries 0.270; number 2, P, carries 0.422; number 3, F, carries -0.004; number 4, F, carries -0.003; number 5, O, carries -0.101; number 6, O, carries -0.523; number 7, La, carries 1.939